Below is C26H24AsBaO6P as an isolated structure, with properties calculated with ωB97M-V/def2-TZVPD.

Computed properties:
E_HOMO = -0.268 Eh
charge = 0
orbital gap = 0.260 Ha
LUMO level = -0.228 eV

Element x y z (Å)
Ba 0.0749 -0.1073 -0.1871
O -0.8748 4.7660 2.7837
C -0.7208 3.7869 2.1211
C -1.5231 3.3306 0.8713
O -2.0558 4.0488 0.0778
C -1.3566 1.8217 0.8403
C -0.4000 1.4118 1.8424
O 0.0158 0.1772 2.0448
C 0.3052 2.6365 2.3448
O 1.4460 2.7874 2.7041
O -1.8818 1.0601 -0.0613
C 3.1732 0.1486 1.1893
As 3.3397 -0.4061 -0.6451
C 4.1333 1.0078 -1.6014
C 4.5261 -1.8663 -0.6563
O 1.8563 -0.8551 -1.3597
H 4.2022 0.2661 1.5321
H 2.6731 -0.6126 1.7833
H 2.6458 1.0908 1.3405
H 5.1301 1.2130 -1.2165
H 3.5126 1.8919 -1.4873
H 4.1827 0.7130 -2.6458
H 5.4759 -1.5930 -0.2012
H 4.6680 -2.1721 -1.6891
H 4.0615 -2.6709 -0.0930
C -5.1438 -2.6076 3.1634
C -4.5838 -1.4167 2.7344
C -3.5769 -1.4227 1.7724
C -3.1302 -2.6243 1.2325
C -3.7024 -3.8203 1.6681
C -4.7002 -3.8170 2.6277
P -1.8614 -2.5187 -0.0906
C -0.8218 -4.0182 0.1762
C -0.2638 -4.7269 -0.8894
C 0.6120 -5.7837 -0.6669
C 0.9583 -6.1462 0.6283
C 0.4300 -5.4338 1.6978
C -0.4464 -4.3796 1.4732
C -2.8497 -2.8557 -1.5910
C -3.1452 -1.7378 -2.3668
C -3.9473 -1.8483 -3.5003
C -4.4515 -3.0844 -3.8664
C -4.1634 -4.2099 -3.0957
C -3.3724 -4.0934 -1.9650
H -5.9243 -2.6002 3.9149
H -4.9194 -0.4724 3.1448
H -3.1503 -0.4818 1.4411
H -3.3623 -4.7683 1.2633
H -5.1358 -4.7512 2.9602
H -0.5122 -4.4678 -1.9120
H 1.0208 -6.3246 -1.5122
H 1.6301 -6.9781 0.8035
H 0.6950 -5.6970 2.7150
H -0.8427 -3.8433 2.3274
H -2.7829 -0.7550 -2.0869
H -4.1718 -0.9646 -4.0838
H -5.0730 -3.1746 -4.7494
H -4.5633 -5.1761 -3.3784
H -3.1575 -4.9767 -1.3720



Below is C26H24BrCoN3O7PS as an isolated structure, with properties calculated with ωB97M-V/def2-TZVPD.

Computed properties:
E_HOMO (alpha / beta) = -0.192 / -0.209 Eh
2S+1 = 2
charge = -1
orbital gap (alpha / beta) = 0.276 / 0.293 Ha
LUMO level (alpha / beta) = 2.270 / 2.269 eV
expectation value of S² = 0.763

Element x y z (Å)
Co -0.4686 0.4141 0.9317
Br 1.7715 0.5565 2.4230
C 2.8204 0.5142 0.8432
C 4.1754 0.5106 1.0016
C 5.0090 0.4878 -0.1345
C 4.4542 0.4860 -1.3786
C 3.0471 0.4898 -1.5535
C 2.4972 0.4899 -2.8565
C 1.1440 0.4852 -3.0149
C 0.2952 0.4571 -1.8884
C 0.7438 0.4300 -0.5841
C 2.1736 0.4823 -0.4258
H 4.6030 0.5235 1.9946
H 6.0840 0.4767 -0.0071
H 5.0821 0.4771 -2.2623
H 3.1666 0.4899 -3.7090
H 0.7123 0.4912 -4.0097
H -0.7703 0.4672 -2.0802
C 0.7678 3.7853 -0.6258
C -0.1568 3.6232 0.5272
N -0.5635 2.4935 1.0691
C -1.3481 2.8256 2.1463
C -1.4229 4.1866 2.2573
N -0.6657 4.6667 1.2195
C -2.0992 5.1427 3.1690
O -2.7669 4.6380 4.1739
O -1.9771 6.3345 2.9671
C -1.9141 1.7193 2.9740
O -2.6608 2.0092 3.9310
O -1.5651 0.5647 2.6184
H 0.6898 2.9252 -1.2848
H 1.8004 3.8467 -0.2758
H 0.5367 4.6940 -1.1823
H -0.5341 5.6508 1.0480
H -2.7206 3.6047 4.1877
O -2.1911 -4.8914 -1.1145
S -1.3306 -4.9067 0.0466
O -1.4374 -6.0507 0.9151
N -1.4344 -3.5143 0.8564
C -0.3094 -2.8073 0.7903
O -0.1364 -1.6856 1.2995
C 0.7922 -3.5039 0.0214
C 2.0889 -3.0816 -0.2074
C 2.9185 -3.8911 -0.9740
C 2.4594 -5.1007 -1.4902
C 1.1608 -5.5319 -1.2434
C 0.3545 -4.7102 -0.4826
H 2.4386 -2.1471 0.2040
H 3.9357 -3.5757 -1.1720
H 3.1243 -5.7151 -2.0848
H 0.7945 -6.4740 -1.6296
C -2.6548 -1.3002 -1.5493
P -2.5201 -0.1326 -0.1495
C -3.7188 -0.8674 1.0056
C -3.4530 1.3146 -0.7822
H -3.6847 -1.3281 -1.9135
H -2.3961 -2.3009 -1.2057
H -1.9906 -1.0315 -2.3690
H -4.6600 -1.0832 0.4949
H -3.8903 -0.1953 1.8447
H -3.2900 -1.7934 1.3909
H -4.4355 1.0263 -1.1622
H -2.8909 1.8061 -1.5784
H -3.5836 2.0332 0.0298



ΔE to the lowest compared entry with this formula, charge and spin per entry: 57.9; 0.0 kcal/mol